Below is C5H8O2 as an isolated structure, with properties calculated with the ωB97M-V functional and the def2-TZVPD basis.

Last column: natural (NBO) charge in e.
Positions of all 15 atoms, in Å:
C: 0.311 0.698 -1.592  -0.60
C: -0.101 0.241 -0.206  -0.27
C: 0.993 -0.080 0.829  -0.07
O: 0.271 -1.253 1.262  -0.55
C: -0.503 -1.232 0.045  -0.05
C: -1.275 1.080 0.314  0.32
O: -1.479 0.903 1.594  -0.65
H: 1.153 0.112 -1.979  0.21
H: -0.530 0.612 -2.287  0.23
H: 0.604 1.753 -1.568  0.22
H: 1.152 0.628 1.653  0.18
H: 1.963 -0.340 0.384  0.19
H: -0.120 -1.944 -0.699  0.18
H: -1.567 -1.427 0.228  0.19
H: -0.872 0.251 2.022  0.48

The value obtained for the total energy is -9405.8925 eV. The energy relative to the best compared isomer or geometry (same formula, charge and spin) comes out at 3.940 eV. The calculation puts the frontier orbital gap at 0.3405 Ha.

---

Below is the molecule C5H8O2, with properties calculated with the ωB97M-V functional and the def2-TZVPD basis.

Last column: natural (NBO) charge in e.
Positions of all 15 atoms, in Å:
C: 1.817 -0.127 0.506  -0.64
C: 0.516 -0.479 -0.180  -0.04
C: 0.335 -1.215 -1.278  -0.38
C: -0.801 -0.012 0.303  0.61
O: -1.457 -0.836 1.097  -0.60
C: -1.242 1.365 -0.021  -0.14
O: 0.018 1.807 0.147  -0.72
H: 2.561 0.200 -0.223  0.23
H: 2.215 -1.000 1.034  0.21
H: 1.673 0.685 1.218  0.25
H: 1.119 -1.416 -1.993  0.21
H: -0.659 -1.585 -1.519  0.20
H: -2.401 -0.597 1.091  0.50
H: -1.780 1.508 -0.980  0.15
H: -1.913 1.702 0.798  0.15

The value obtained for the total energy is -9405.5181 eV. The energy relative to the best compared isomer or geometry (same formula, charge and spin) comes out at 4.314 eV. The calculation puts the frontier orbital gap (alpha / beta) at 0.3257 / 0.3256 Ha.

---

Below is a 3-piece molecular cluster, C5H8O2 overall, with properties calculated with the ωB97M-V functional and the def2-TZVPD basis.

Last column: natural (NBO) charge in e.
Positions of all 15 atoms, in Å:
C: -0.287 -1.301 1.111  -0.54
C: -0.194 -0.258 0.194  -0.15
C: 1.027 0.557 0.279  0.04
O: 0.807 1.632 -0.660  -0.50
C: -0.496 1.379 -0.263  0.17
C: -1.002 0.184 -0.990  0.07
O: -0.613 -0.004 -2.307  -0.68
H: -0.035 -1.140 2.158  0.21
H: -0.992 -2.105 0.923  0.22
H: 1.342 -1.485 0.752  0.07
H: 1.907 -0.835 0.429  -0.02
H: 1.324 0.950 1.256  0.19
H: -1.005 2.088 0.382  0.23
H: -2.062 -0.031 -0.877  0.21
H: 0.279 0.369 -2.387  0.48

The value obtained for the total energy is -9402.6620 eV. The energy relative to the best compared isomer or geometry (same formula, charge and spin) comes out at 7.170 eV. The calculation puts the frontier orbital gap at 0.3330 Ha.

---

Below is a 2-piece molecular cluster, C5H8O2 overall, with properties calculated with the ωB97M-V functional and the def2-TZVPD basis.

Last column: natural (NBO) charge in e.
Positions of all 15 atoms, in Å:
C: -2.279 -0.343 -1.209  -0.63
C: -1.109 -0.446 -0.276  -0.03
O: -1.115 0.321 0.880  -0.68
C: -0.132 -1.305 -0.513  0.66
O: 0.693 -2.094 -0.785  -0.46
H: -3.201 -0.353 -0.618  0.22
H: -2.257 0.585 -1.794  0.21
H: -2.308 -1.187 -1.906  0.22
H: -0.679 1.162 0.682  0.48
C: 1.773 0.961 1.406  -0.40
C: 2.361 0.261 0.442  -0.39
H: 1.527 2.015 1.278  0.19
H: 1.512 0.515 2.362  0.20
H: 2.605 0.698 -0.523  0.20
H: 2.609 -0.789 0.572  0.20

The value obtained for the total energy is -9407.1014 eV. As for the SMILES: CC(O)=C=O.C=C. The energy relative to the best compared isomer or geometry (same formula, charge and spin) comes out at 2.731 eV. The calculation puts the frontier orbital gap at 0.3408 Ha.

---

Below is the molecule C5H8O2 at a distorted geometry, with properties calculated with the ωB97M-V functional and the def2-TZVPD basis.

Last column: natural (NBO) charge in e.
Positions of all 15 atoms, in Å:
O: -1.186 -2.099 -1.327  -0.54
C: -0.415 -2.132 -0.389  0.46
C: -0.096 -0.975 0.539  -0.56
C: -0.248 0.413 -0.060  0.32
O: -1.420 0.539 -0.806  -0.71
C: 0.157 1.638 0.636  -0.47
C: 1.353 1.210 -0.143  -0.46
H: 0.084 -3.088 -0.138  0.12
H: 0.935 -1.089 0.867  0.24
H: -0.728 -1.153 1.430  0.24
H: -1.660 -0.330 -1.189  0.50
H: 0.392 1.668 1.679  0.20
H: -0.391 2.486 0.218  0.24
H: 1.783 1.860 -0.897  0.22
H: 2.112 0.603 0.357  0.19

The value obtained for the total energy is -9407.1842 eV. As for the SMILES: O=CCC1(O)CC1. The energy relative to the best compared isomer or geometry (same formula, charge and spin) comes out at 2.648 eV. The calculation puts the frontier orbital gap at 0.3388 Ha.

---

Below is the molecule C5H8O2 at a distorted geometry, with properties calculated with the ωB97M-V functional and the def2-TZVPD basis.

Last column: natural (NBO) charge in e.
Positions of all 15 atoms, in Å:
O: 1.922 0.403 1.355  -0.52
C: 1.280 0.016 0.416  0.62
C: 1.623 -0.413 -1.006  -0.53
C: 0.132 -0.185 -1.362  -0.39
C: -0.222 -0.103 0.154  -0.36
C: -1.171 0.935 0.763  -0.06
O: -2.424 0.408 1.145  -0.71
H: 2.386 0.183 -1.507  0.23
H: 1.928 -1.462 -1.046  0.23
H: -0.363 -0.988 -1.911  0.22
H: -0.028 0.760 -1.889  0.21
H: -0.519 -1.107 0.493  0.23
H: -0.678 1.409 1.626  0.18
H: -1.401 1.717 0.035  0.18
H: -2.263 -0.132 1.946  0.46

The value obtained for the total energy is -9408.5470 eV. As for the SMILES: O=C1CC[C@@H]1CO. The energy relative to the best compared isomer or geometry (same formula, charge and spin) comes out at 1.285 eV. The calculation puts the frontier orbital gap at 0.3801 Ha.